1.
Computed, not measured: C23H20ClCrN3O2 as an isolated structure, with wB97M-V/def2-TZVPD.

```
! RIJCOSX wB97M-V def2-TZVPD def2/J DEFGRID3
* xyz 0 5
Cr 0.345 -0.064 -0.321
C -3.853 0.148 3.331
N -3.188 0.045 2.037
C -3.788 0.106 0.796
C -2.784 0.033 -0.115
N -1.580 -0.078 0.550
C -1.867 -0.069 1.835
H -4.927 0.149 3.170
H -3.575 1.069 3.839
H -3.598 -0.703 3.958
H -4.856 0.187 0.678
H -2.831 0.040 -1.190
H -1.156 -0.164 2.641
Cl 5.092 -1.780 -1.075
C 3.743 -1.311 -2.164
C 2.506 -0.986 -1.354
O 1.844 -1.909 -0.841
O 2.191 0.241 -1.237
H 3.546 -2.154 -2.816
H 4.066 -0.446 -2.729
C -2.239 -3.160 -4.398
C -1.646 -3.383 -3.132
C -1.088 -2.343 -2.444
C -1.087 -1.014 -2.960
C -0.515 0.069 -2.207
C -0.566 1.311 -2.806
C -1.151 1.537 -4.078
C -1.702 0.504 -4.777
C -1.683 -0.805 -4.233
C -2.252 -1.905 -4.932
H -2.674 -3.989 -4.943
H -1.625 -4.384 -2.716
H -0.604 -2.523 -1.492
H -0.134 2.171 -2.298
H -1.159 2.538 -4.498
H -2.152 0.665 -5.752
H -2.699 -1.727 -5.905
N 1.193 0.405 1.441
C 1.748 0.861 2.328
C 2.498 1.435 3.419
C 3.420 0.649 4.103
C 4.141 1.207 5.145
C 3.940 2.536 5.495
C 3.020 3.316 4.806
C 2.294 2.767 3.762
H 3.571 -0.381 3.808
H 4.865 0.605 5.679
H 4.508 2.968 6.309
H 2.871 4.352 5.077
H 1.580 3.362 3.207
*
```

Summary:
E   -73685.72980 eV
HOMO (alpha / beta)   -6.896 / -7.057 eV
HOMO-LUMO gap (alpha / beta)   6.570 / 6.630 eV
Energy relative to the best compared isomer or geometry (same formula, charge and spin)   2.29 kcal per mole

Atomic partial charges in e from the natural (NBO) method, atoms 1 to 2: 1.13 -0.40


2.
Computed, not measured: C23H20CrN4O2S3Se2 as an isolated structure, with wB97M-V/def2-TZVPD.

```
! RIJCOSX wB97M-V def2-TZVPD def2/J DEFGRID3
* xyz -2 5
Cr 0.000 1.127 -0.137
O -3.130 2.180 -1.184
C -3.766 3.171 -0.450
C -2.992 3.610 0.821
C -3.944 4.646 1.451
O -3.476 5.209 2.668
C -2.781 2.502 1.872
Se -2.029 0.722 1.415
C -1.658 4.320 0.521
Se -0.293 3.517 -0.687
H -3.566 2.028 -2.028
H -4.760 2.814 -0.130
H -3.900 4.072 -1.070
H -4.924 4.169 1.610
H -4.090 5.487 0.767
H -3.184 4.476 3.220
H -3.738 2.270 2.350
H -2.088 2.869 2.635
H -1.127 4.486 1.459
H -1.868 5.294 0.074
S 2.087 1.039 -1.424
C 1.780 -0.441 -2.292
C 2.829 -1.268 -2.669
C 2.614 -2.487 -3.313
C 3.719 -3.316 -3.641
N 4.635 -3.967 -3.898
C 1.294 -2.880 -3.618
C 0.241 -2.031 -3.281
C 0.451 -0.831 -2.612
S -0.896 0.168 -2.159
C 1.032 -4.130 -4.238
N 0.796 -5.142 -4.737
H 3.843 -0.967 -2.441
H -0.774 -2.320 -3.520
N 0.408 -0.665 0.366
C 0.759 -1.782 0.418
C 1.164 -3.100 0.493
C 2.526 -3.438 0.781
C 2.893 -4.754 0.911
C 1.952 -5.788 0.756
C 0.618 -5.466 0.443
C 0.219 -4.162 0.308
H 3.253 -2.642 0.891
H 3.925 -4.999 1.138
H 2.255 -6.823 0.863
H -0.107 -6.262 0.307
H -0.806 -3.910 0.061
S 3.007 2.666 3.016
C 2.155 1.297 3.643
C 1.210 0.905 2.757
N 1.143 1.648 1.612
C 2.019 2.608 1.606
H 2.403 0.883 4.605
H 0.527 0.081 2.896
H 2.141 3.309 0.795
*
```

Summary:
E   -225852.73535 eV
HOMO (alpha / beta)   0.582 / -1.748 eV
HOMO-LUMO gap (alpha / beta)   3.196 / 5.520 eV
Energy relative to the best compared isomer or geometry (same formula, charge and spin)   15.93 kcal per mole

Atomic partial charges in e from the natural (NBO) method, atoms 1 to 2: 0.68 -0.70


3.
Computed, not measured: a 2-piece molecular cluster, C23H20F10NO2PS overall, with wB97M-V/def2-TZVPD.

```
! RIJCOSX wB97M-V def2-TZVPD def2/J DEFGRID3
* xyz 0 1
C 3.647 -0.261 3.245
P 3.518 1.225 2.163
C 3.337 2.648 3.325
C 1.884 1.172 1.318
C 0.693 1.342 1.966
C -0.502 1.321 1.333
C -1.726 1.573 2.179
F -1.491 1.196 3.458
F -2.006 2.882 2.221
C -3.006 0.812 1.787
F -4.001 1.305 2.557
F -3.366 1.041 0.527
C -2.957 -0.731 2.048
F -1.717 -1.180 2.259
F -3.413 -1.339 0.942
C -3.859 -1.229 3.209
F -3.589 -2.538 3.359
F -3.576 -0.627 4.351
F -5.138 -1.118 2.910
C -0.534 1.112 -0.018
C 0.631 0.934 -0.668
C 1.836 0.973 -0.035
C 2.927 0.764 -1.079
O 4.103 1.035 -1.054
N 2.244 0.218 -2.220
C 2.152 -1.264 -2.265
C 3.429 -1.959 -1.821
C 3.484 -2.201 -0.310
S 3.046 -3.946 0.029
C 0.894 0.714 -2.143
O 0.180 0.941 -3.096
H 4.061 -1.082 2.680
H 4.352 0.003 4.027
H 2.715 -0.530 3.738
H 4.309 3.014 3.625
H 2.806 3.441 2.811
H 2.767 2.383 4.215
H 0.727 1.496 3.029
H -1.461 1.104 -0.564
H 1.961 -1.542 -3.294
H 1.325 -1.647 -1.659
H 3.405 -2.945 -2.280
H 4.332 -1.483 -2.181
H 2.763 -1.592 0.222
H 4.485 -2.031 0.064
H 3.144 -3.942 1.367
F -1.440 -1.523 -2.607
C -2.338 -0.737 -3.237
C -2.341 -0.686 -4.615
C -3.272 0.120 -5.252
C -4.177 0.867 -4.507
C -4.154 0.804 -3.122
C -3.230 -0.007 -2.479
H -1.622 -1.269 -5.176
H -3.292 0.166 -6.332
H -4.899 1.497 -5.009
H -4.854 1.387 -2.538
H -3.197 -0.080 -1.404
*
```

Summary:
E   -77059.26764 eV
SMILES   CP(C)c1cc(C(F)(F)C(F)(F)C(F)(F)C(F)(F)F)cc2c1C(=O)N(CCCS)C2=O.Fc1ccccc1
HOMO   -8.531 eV
HOMO-LUMO gap   7.945 eV

Atomic partial charges in e from the natural (NBO) method, atoms 1 to 2: -0.93 0.79


4.
Computed, not measured: C23H20GeIrN2SSe4 as an isolated structure, with wB97M-V/def2-TZVPD.

```
! RIJCOSX wB97M-V def2-TZVPD def2/J DEFGRID3
* xyz 0 6
Ir 0.161 -0.695 0.547
Se -0.955 1.704 1.695
Se 0.383 1.980 3.519
Se 1.366 0.034 4.113
Se -0.341 -2.152 2.314
C -1.683 -1.045 -0.103
Ge -2.083 -2.213 -1.618
C -4.029 -2.288 -1.982
C -4.666 -1.155 -2.475
C -6.010 -1.189 -2.806
C -6.733 -2.361 -2.643
C -6.108 -3.490 -2.139
C -4.763 -3.455 -1.820
C -1.354 -4.014 -1.216
C -1.873 -4.750 -0.159
C -1.397 -6.022 0.103
C -0.389 -6.559 -0.678
C 0.148 -5.824 -1.719
C -0.333 -4.553 -1.985
C -1.118 -1.521 -3.192
C -1.654 -1.564 -4.472
C -0.925 -1.090 -5.548
C 0.353 -0.592 -5.357
C 0.896 -0.543 -4.082
C 0.155 -1.002 -3.010
H -2.535 -0.868 0.555
H -4.097 -0.240 -2.597
H -6.494 -0.304 -3.199
H -7.778 -2.394 -2.916
H -6.673 -4.400 -2.004
H -4.274 -4.341 -1.440
H -2.643 -4.321 0.473
H -1.809 -6.599 0.915
H -0.009 -7.550 -0.474
H 0.936 -6.243 -2.330
H 0.083 -3.968 -2.793
H -2.651 -1.961 -4.612
H -1.349 -1.116 -6.541
H 0.926 -0.226 -6.198
H 1.895 -0.153 -3.932
H 0.558 -0.950 -1.997
S 2.255 0.733 0.409
C 2.589 -0.878 0.746
N 3.490 -1.229 1.723
C 3.850 -2.531 1.904
C 3.324 -3.488 1.088
C 2.380 -3.091 0.118
N 2.024 -1.826 -0.030
H 3.758 -0.509 2.383
H 4.560 -2.739 2.688
H 3.593 -4.523 1.202
H 1.882 -3.803 -0.520
*
```

Summary:
E   -358727.33759 eV
HOMO (alpha / beta)   -6.810 / -7.602 eV
HOMO-LUMO gap (alpha / beta)   5.677 / 5.679 eV
Energy relative to the best compared isomer or geometry (same formula, charge and spin)   20.82 kcal per mole

Atomic partial charges in e from the natural (NBO) method, atoms 1 to 2: 0.49 -0.26


5.
Computed, not measured: one molecule with the formula C23H20N4O2S, with wB97M-V/def2-TZVPD.

```
! RIJCOSX wB97M-V def2-TZVPD def2/J DEFGRID3
* xyz 0 1
C -0.699 4.993 -0.876
C -0.439 3.876 0.088
C 0.862 3.512 0.410
C 1.101 2.491 1.311
C 0.046 1.810 1.886
C -1.261 2.155 1.557
N -2.304 1.376 2.084
C -3.443 1.054 1.398
O -4.013 1.774 0.614
C -4.057 -0.283 1.814
S -2.830 -1.599 2.098
C -1.704 -1.234 0.792
C -0.435 -1.841 0.778
C 0.484 -1.390 -0.136
C 1.863 -1.955 -0.137
O 2.860 -1.251 -0.135
C 1.904 -3.410 -0.152
N 0.827 -4.176 -0.251
C 1.261 -5.442 -0.262
C 2.635 -5.466 -0.171
N 3.038 -4.177 -0.105
C 4.406 -3.748 0.002
C 0.125 -0.341 -1.030
C 0.999 0.241 -1.966
C 0.565 1.244 -2.791
C -0.760 1.700 -2.732
C -1.641 1.154 -1.841
C -1.214 0.135 -0.969
N -2.088 -0.326 -0.058
C -1.498 3.199 0.674
H -0.590 5.955 -0.373
H -1.708 4.931 -1.276
H 0.013 4.964 -1.699
H 1.692 4.029 -0.050
H 2.115 2.208 1.553
H 0.233 0.995 2.573
H -1.984 0.671 2.739
H -4.597 -0.179 2.757
H -4.746 -0.601 1.033
H -0.202 -2.611 1.493
H 0.576 -6.264 -0.335
H 3.328 -6.282 -0.150
H 4.972 -4.087 -0.868
H 4.860 -4.169 0.902
H 4.438 -2.662 0.051
H 2.022 -0.099 -2.014
H 1.248 1.691 -3.498
H -1.079 2.489 -3.396
H -2.663 1.489 -1.759
H -2.514 3.457 0.425
*
```

Summary:
E   -45067.34603 eV
SMILES   Cc1cccc(NC(=O)CSc2cc(C(=O)c3nccn3C)c3ccccc3n2)c1
HOMO   -8.042 eV
HOMO-LUMO gap   7.603 eV
Energy relative to the best compared isomer or geometry (same formula, charge and spin)   16.34 kcal per mole

Atomic partial charges in e from the natural (NBO) method, atoms 1 to 2: -0.63 0.02


6.
Computed, not measured: one molecule with the formula C23H20N4O2S2, with wB97M-V/def2-TZVPD.

```
! RIJCOSX wB97M-V def2-TZVPD def2/J DEFGRID3
* xyz 0 1
C 3.254 2.045 -0.502
C 3.205 0.866 0.417
C 4.329 0.350 1.104
C 4.026 -0.735 1.861
S 2.363 -1.155 1.784
C 2.069 0.153 0.692
C 0.725 0.397 0.107
C -0.407 -0.173 0.983
O -0.221 -1.029 1.824
N -1.605 0.343 0.679
C -2.819 -0.033 1.378
C -3.316 1.103 2.234
C -2.537 1.549 3.295
C -2.962 2.606 4.079
C -4.172 3.226 3.811
C -4.952 2.787 2.755
C -4.523 1.732 1.967
N 0.603 -0.206 -1.232
C -0.209 0.389 -2.125
O -0.863 1.395 -1.865
C -0.261 -0.217 -3.473
C -1.277 0.011 -4.379
S -0.925 -0.842 -5.804
N 0.496 -1.414 -5.148
N 0.696 -1.021 -3.979
C 1.111 -1.527 -1.393
C 0.241 -2.601 -1.270
C 0.726 -3.891 -1.374
C 2.075 -4.109 -1.592
C 2.940 -3.035 -1.715
C 2.463 -1.741 -1.617
H 4.282 2.371 -0.639
H 2.833 1.800 -1.476
H 2.682 2.877 -0.091
H 5.314 0.776 1.027
H 4.686 -1.306 2.483
H 0.562 1.473 -0.031
H -1.669 1.048 -0.048
H -2.564 -0.895 2.002
H -3.580 -0.325 0.648
H -1.596 1.059 3.502
H -2.351 2.945 4.902
H -4.506 4.049 4.424
H -5.895 3.268 2.543
H -5.134 1.393 1.143
H -2.152 0.613 -4.250
H -0.809 -2.420 -1.087
H 0.049 -4.727 -1.277
H 2.452 -5.118 -1.667
H 3.992 -3.204 -1.888
H 3.131 -0.902 -1.722
*
```

Summary:
E   -55901.57087 eV
SMILES   Cc1ccsc1[C@H](C(=O)NCc1ccccc1)N(C(=O)c1csnn1)c1ccccc1
HOMO   -8.510 eV
HOMO-LUMO gap   8.515 eV
Energy relative to the best compared isomer or geometry (same formula, charge and spin)   7.89 kcal per mole

Atomic partial charges in e from the natural (NBO) method, atoms 1 to 2: -0.64 -0.04


7.
Computed, not measured: C23H20N6O6S3Tl as an isolated structure, with wB97M-V/def2-TZVPD.

```
! RIJCOSX wB97M-V def2-TZVPD def2/J DEFGRID3
* xyz -1 1
Tl -0.300 -0.615 -0.648
C -0.220 -1.555 4.291
O 1.118 -1.470 3.805
C 1.226 -0.882 2.596
O 0.344 -0.234 2.079
N 2.480 -1.085 2.095
N 2.680 -0.817 0.731
H -0.156 -2.083 5.238
H -0.835 -2.116 3.586
H -0.643 -0.561 4.436
H 2.966 -1.878 2.493
H 2.797 -1.700 0.241
H 3.508 -0.247 0.620
O -3.397 1.674 -3.442
C -2.865 0.989 -2.562
O -1.701 0.487 -2.588
C -3.676 0.724 -1.293
C -5.079 0.925 -1.335
C -5.808 0.705 -0.210
C -5.151 0.311 0.980
C -5.834 0.079 2.196
C -5.144 -0.286 3.316
C -3.739 -0.431 3.268
C -3.052 -0.217 2.107
C -3.748 0.156 0.932
N -3.037 0.353 -0.215
H -5.516 1.249 -2.268
H -6.885 0.833 -0.203
H -6.912 0.196 2.221
H -5.669 -0.465 4.246
H -3.205 -0.722 4.163
H -1.976 -0.330 2.057
S 1.613 2.184 -1.602
C 1.117 2.739 -3.097
N -0.062 2.281 -3.634
C -0.597 2.752 -4.765
C 0.071 3.705 -5.479
C 1.314 4.093 -4.949
N 1.828 3.649 -3.830
H -0.599 1.529 -3.138
H -1.561 2.327 -5.020
H -0.322 4.119 -6.393
H 1.921 4.817 -5.488
O 2.785 -3.906 0.715
S 1.648 -4.357 1.492
O 1.895 -4.589 2.892
N 0.384 -3.363 1.261
C -0.615 -3.963 0.632
S -2.045 -3.224 0.178
C -0.339 -5.409 0.319
C -1.159 -6.331 -0.311
C -0.678 -7.620 -0.495
C 0.596 -7.983 -0.062
C 1.420 -7.058 0.568
C 0.920 -5.783 0.741
H -2.143 -6.028 -0.644
H -1.300 -8.358 -0.985
H 0.947 -8.995 -0.219
H 2.411 -7.323 0.910
*
```

Summary:
E   -82604.86168 eV
HOMO   -5.109 eV
HOMO-LUMO gap   7.556 eV
Energy relative to the best compared isomer or geometry (same formula, charge and spin)   0.00 kcal per mole

Atomic partial charges in e from the natural (NBO) method, atoms 1 to 2: 0.77 -0.26


8.
Computed, not measured: one molecule with the formula C23H20O3, with wB97M-V/def2-TZVPD.

```
! RIJCOSX wB97M-V def2-TZVPD def2/J DEFGRID3
* xyz 0 1
C -5.285 -3.686 -0.370
C -4.527 -2.411 -0.161
C -3.440 -2.373 0.706
C -2.720 -1.209 0.890
C -3.086 -0.060 0.204
O -2.353 1.095 0.471
C -1.953 1.901 -0.525
O -2.175 1.725 -1.690
C -1.128 3.041 0.059
C -0.929 4.152 -0.969
C 0.185 2.443 0.510
C 0.582 2.518 1.838
C 1.788 1.970 2.245
C 2.601 1.319 1.337
C 2.207 1.223 0.004
C 3.066 0.567 -1.018
O 3.134 0.984 -2.155
C 3.841 -0.620 -0.572
C 5.074 -0.877 -1.169
C 5.817 -1.978 -0.790
C 5.325 -2.846 0.172
C 4.088 -2.612 0.751
C 3.348 -1.502 0.387
C 1.008 1.799 -0.403
C -4.169 -0.074 -0.660
C -4.877 -1.250 -0.836
H -4.740 -4.334 -1.057
H -6.266 -3.490 -0.795
H -5.406 -4.222 0.569
H -3.153 -3.266 1.242
H -1.875 -1.173 1.562
H -1.661 3.424 0.934
H -0.279 4.923 -0.563
H -0.482 3.753 -1.875
H -1.887 4.596 -1.231
H -0.051 3.014 2.560
H 2.092 2.051 3.278
H 3.546 0.903 1.652
H 5.435 -0.194 -1.924
H 6.777 -2.165 -1.248
H 5.903 -3.710 0.466
H 3.700 -3.297 1.490
H 2.377 -1.330 0.828
H 0.723 1.720 -1.442
H -4.454 0.820 -1.191
H -5.720 -1.260 -1.512
*
```

Summary:
E   -30318.81737 eV
SMILES   Cc1ccc(OC(=O)[C@H](C)c2cccc(C(=O)c3ccccc3)c2)cc1
HOMO   -8.903 eV
HOMO-LUMO gap   9.017 eV
Energy relative to the best compared isomer or geometry (same formula, charge and spin)   0.00 kcal per mole

Atomic partial charges in e from the natural (NBO) method, atoms 1 to 2: -0.63 -0.03


9.
Computed, not measured: C23H21AsIN7S4Zr as an isolated structure, with wB97M-V/def2-TZVPD.

```
! RIJCOSX wB97M-V def2-TZVPD def2/J DEFGRID3
* xyz 0 1
Zr -1.068 1.378 0.676
C -3.881 -4.156 2.209
C -2.807 -3.231 1.706
C -1.698 -2.912 2.494
C -0.756 -2.004 2.068
C -0.848 -1.391 0.813
N 0.106 -0.416 0.401
C 1.425 -0.845 0.358
C 1.760 -2.209 0.334
C 3.065 -2.655 0.309
C 4.130 -1.761 0.319
C 5.561 -2.228 0.320
C 3.818 -0.414 0.318
C 2.504 0.048 0.297
N 2.312 1.462 0.210
C 3.252 2.345 -0.204
C 2.825 3.604 0.127
C 1.583 3.406 0.738
N 1.265 2.117 0.776
C -1.957 -1.719 0.037
C -2.926 -2.612 0.476
N -2.156 -1.059 -1.205
C -2.638 -1.563 -2.357
C -2.816 -0.507 -3.222
C -2.416 0.619 -2.494
N -2.020 0.276 -1.275
H -3.490 -4.835 2.966
H -4.304 -4.748 1.399
H -4.692 -3.583 2.663
H -1.599 -3.358 3.477
H 0.077 -1.739 2.705
H 0.959 -2.935 0.340
H 3.257 -3.722 0.298
H 5.647 -3.220 0.763
H 6.197 -1.549 0.888
H 5.959 -2.284 -0.696
H 4.626 0.303 0.371
H 4.151 2.016 -0.694
H 3.330 4.536 -0.053
H 0.892 4.130 1.134
H -3.801 -2.782 -0.140
H -2.805 -2.620 -2.471
H -3.181 -0.544 -4.232
H -2.409 1.652 -2.800
S -0.945 1.158 3.226
As -2.666 2.493 2.840
S -3.534 1.231 1.218
S -1.574 3.844 1.459
S -3.851 3.223 4.349
I -0.726 5.673 -4.268
C -0.418 4.048 -3.041
C 0.429 2.987 -3.265
N 0.309 2.174 -2.204
N -0.563 2.650 -1.302
C -1.015 3.794 -1.797
H 1.090 2.766 -4.086
H 0.769 1.293 -2.035
H -1.735 4.375 -1.243
*
```

Summary:
E   -148187.82660 eV
HOMO   -7.363 eV
HOMO-LUMO gap   7.195 eV
Energy relative to the best compared isomer or geometry (same formula, charge and spin)   0.00 kcal per mole

Atomic partial charges in e from the natural (NBO) method, atoms 1 to 2: 1.54 -0.63